(1)
Here is a structure of composition C38H32IrN5O2S from the Open Molecules 2025 dataset. Energies are from ωB97M-V/def2-TZVPD.

For the energy, the calculation gives -65141.086 eV. The expectation value of S² is 6.106. Its net charge is 0. The value obtained for the strongest force on any atom is 1.6 eV Å⁻¹. As for the energy relative to the best compared isomer or geometry (same formula, charge and spin): 65.5 kJ/mol. Its spin multiplicity is 5. The value obtained for the LUMO energy (alpha / beta) is -0.2 / -1.0 eV. The calculation puts the HOMO-LUMO gap (alpha / beta) at 5.391 / 6.961 eV.

Last column: Löwdin spin population.
Positions of all 79 atoms, in Å:
H: -0.8879 -1.9209 1.7415  0.0100
H: -0.6476 4.4738 2.2109  -0.0057
H: -4.7030 -1.9173 3.6706  0.0027
H: 4.7921 -1.1247 3.7769  0.0003
H: 0.7837 1.5389 -2.8609  0.0127
C: -3.9555 -1.4142 3.0745  0.0413
C: -1.8745 -0.1617 -2.0271  0.0256
S: -2.3743 3.9486 -5.7069  0.0373
H: 1.6359 1.2992 2.1969  0.0021
H: -3.2009 4.3608 -2.9495  0.0012
C: 0.6447 -2.8106 -1.6431  0.0350
O: 1.1890 -3.7320 -2.2503  0.0729
H: -2.6139 -3.0866 3.0466  -0.0011
H: -1.0659 -3.5090 -3.6144  -0.0002
C: 1.4749 3.9502 -1.0036  0.1537
H: -3.0706 6.4798 -4.3965  0.0013
C: -2.7464 -0.6530 -2.9696  0.0015
H: 3.5061 1.0259 3.7803  0.0000
H: 3.7957 -0.6972 -2.5942  0.0040
H: 1.6400 6.7894 -5.5783  0.0001
H: 0.3588 4.7770 -6.3219  0.0009
H: 2.1506 -1.3419 -2.8169  0.0012
C: -2.0250 6.4986 -4.6601  0.0092
N: -0.4812 2.7900 -1.7798  0.2316
O: 3.1341 0.9728 -0.7470  0.0854
C: -1.4535 5.4613 -5.3858  0.0254
C: -1.2157 7.5614 -4.2941  -0.0004
C: 3.2644 0.2307 3.0968  0.0018
C: -0.9030 2.0263 1.2379  0.0081
C: -0.5318 -2.0489 -2.1748  0.0223
N: -0.7774 -0.8231 -1.6222  0.0179
H: 0.7416 6.2938 1.3026  0.0145
C: 3.6104 -1.9388 2.1765  0.0018
H: 0.9548 1.8871 -0.6302  0.0467
C: -0.0752 2.1810 -2.9491  0.1477
H: 4.1301 -2.8839 2.1414  0.0000
H: -0.3593 1.9081 -5.0308  -0.0004
H: -2.0602 0.7950 -1.5596  0.0050
N: 1.8826 -0.5414 1.3105  0.0141
C: -2.3017 3.7686 -2.9548  0.0516
C: -1.6275 3.5475 -1.8027  0.1323
N: 0.0675 7.6477 -4.6050  0.0105
C: -2.4677 -1.8738 -3.5844  0.0204
H: -3.6256 -0.0848 -3.2241  -0.0001
H: 2.1098 3.7545 -1.8551  0.0085
C: -1.8066 -1.4108 1.9994  0.0519
C: -0.1060 4.3339 1.2851  -0.0291
C: 0.6928 5.3396 0.8023  0.2263
H: 3.0728 -2.7324 -0.5136  0.0023
C: 2.5780 -1.7012 1.2846  0.0065
C: -1.9779 -0.0834 1.5838  0.0399
H: -3.4366 1.5017 1.4798  0.0023
C: 0.4795 2.8867 -0.6666  0.1129
C: -1.3379 -2.5609 -3.1802  0.0000
H: 2.2066 5.8929 -0.6387  -0.0029
C: -0.9356 0.6835 0.9227  0.3158
H: -1.4873 2.3295 2.1035  0.0014
C: -3.2178 0.5183 1.8662  0.0391
H: -1.9417 3.9560 -0.8565  0.0105
C: 0.5950 6.6676 -5.3213  0.0014
C: 2.3635 0.2141 -1.2873  0.2029
Ir: 0.5288 -0.4012 -0.1850  1.0176
C: 2.7317 -0.4517 -2.5990  0.0466
H: -3.1201 -2.2724 -4.3454  0.0013
C: -0.1925 3.0860 0.6548  0.2049
C: 1.5220 5.1146 -0.3309  0.0139
C: -2.7783 -2.0638 2.7319  -0.0026
C: -0.1126 5.5517 -5.7371  0.0107
C: 2.2430 -2.7130 0.2141  0.0099
H: 2.5618 0.2702 -3.3991  0.0014
C: -0.7033 2.3939 -4.1303  0.0440
C: 3.9780 -0.9607 3.0892  0.0042
C: -4.1783 -0.1256 2.6164  -0.0018
H: -5.1028 0.3847 2.8502  -0.0010
C: 2.2243 0.3921 2.2089  0.0063
N: 1.0225 -2.3325 -0.4458  0.1285
H: -1.6151 8.3934 -3.7285  -0.0001
H: 2.1778 -3.7188 0.6525  0.0001
C: -1.8173 3.2572 -4.1818  0.2841

=====

(2)
Here is a structure of composition C38H33BF2NO6P2RhS2 from the Open Molecules 2025 dataset. Energies are from ωB97M-V/def2-TZVPD.

For the energy, the calculation gives -103087.119 eV. The expectation value of S² is 6.026. Its net charge is 0. The value obtained for the strongest force on any atom is 0.8 eV Å⁻¹. As for the energy relative to the best compared isomer or geometry (same formula, charge and spin): 0.0 kJ/mol. Its spin multiplicity is 5. The value obtained for the LUMO energy (alpha / beta) is 0.1 / -2.0 eV. The calculation puts the HOMO-LUMO gap (alpha / beta) at 4.805 / 6.310 eV.

Last column: Löwdin spin population.
Positions of all 86 atoms, in Å:
C: 2.5569 -0.6081 1.4893  0.0078
H: 1.6897 -1.1881 1.7839  0.0031
H: -4.0577 2.0953 -3.3911  0.0024
H: 1.0503 1.2151 -5.6949  -0.0006
H: 0.1423 2.2014 -2.0497  0.0001
C: 2.4051 0.6594 0.9282  0.0069
C: -2.6964 1.6653 -0.3270  0.0451
O: -0.6369 0.2449 -2.5210  0.1129
C: 3.5338 1.3487 0.4937  0.0050
C: 3.8141 -1.1609 1.6490  -0.0004
P: 0.7206 1.2721 0.6146  0.0716
H: 5.9197 -0.9014 1.3329  0.0003
C: -3.4478 -0.4387 -1.2440  0.0390
H: 3.9137 -2.1502 2.0749  -0.0001
C: -2.8241 0.2766 -0.2060  0.0170
H: -2.5319 1.3436 2.3740  0.0026
H: 1.7153 3.8903 1.5713  0.0003
H: 3.4141 1.3428 -6.2997  0.0065
S: -0.3553 -0.2863 -3.8905  0.0704
C: 1.1252 5.3760 -1.4071  0.0001
C: 1.2475 0.2324 4.4696  0.0006
H: -3.5363 -1.5156 -1.1770  0.0018
H: 2.0662 -2.6885 5.9865  0.0000
H: -4.9820 -0.5445 1.7098  0.0005
C: 1.9548 -0.6751 5.2334  0.0007
C: -3.7355 1.5906 -2.4901  0.0467
C: 1.3039 -0.2946 -4.1879  0.2032
H: -2.2182 2.2476 0.4498  0.0020
H: 4.3432 -1.7297 -3.4401  -0.0009
C: -3.8965 0.2150 -2.3734  -0.0040
H: -1.3184 -1.7924 3.5531  0.0016
F: -1.2084 -2.4532 -1.6450  0.0393
C: 1.3974 3.9963 0.5405  0.0039
C: 0.5209 3.0501 -1.4965  0.0015
C: 4.7959 0.7895 0.6485  -0.0003
S: 1.9312 -2.2215 -2.2538  0.0722
C: 1.7752 0.5922 -5.1889  0.0451
C: 0.6369 4.2898 -2.1146  -0.0001
C: 3.0928 0.6558 -5.5286  0.1232
C: 1.5047 -1.9807 5.3925  0.0008
C: -3.1464 2.3146 -1.4652  -0.0052
C: -1.9838 0.4337 2.6261  0.0197
C: -0.3991 -1.4502 4.0093  0.0040
H: 2.8735 -0.3569 5.7089  0.0000
P: -2.0974 -0.7068 1.1553  0.1318
H: -2.5239 -0.0512 3.4403  0.0007
H: -0.6936 2.5913 2.0603  0.0002
H: 1.6306 1.2375 4.3698  0.0002
C: -2.9668 -3.2784 1.6563  0.0048
O: 3.0610 -3.0191 -1.9065  0.0293
C: 4.9370 -0.4603 1.2289  0.0047
C: 0.3213 -2.3540 4.7827  0.0005
C: 1.5041 5.2312 -0.0774  0.0008
C: 0.0616 -0.1446 3.8309  0.0015
Rh: -0.4414 -0.5235 -0.5156  2.2201
H: -6.6304 -2.2650 2.3437  0.0003
C: -5.2139 -3.8777 2.2548  -0.0005
H: 1.2169 6.3401 -1.8905  0.0000
H: -0.0564 -3.3620 4.8978  0.0000
H: -3.6059 -5.2842 2.0631  0.0000
C: 0.0203 1.7928 2.2750  0.0137
O: 1.3799 -1.4613 -1.0914  0.1287
H: -5.9436 -4.6318 2.5195  0.0000
H: 5.6655 1.3284 0.2963  -0.0001
H: 0.8224 2.2507 2.8500  0.0028
N: -0.6591 0.7833 3.0589  0.0016
O: 0.7929 -3.1633 -2.7095  0.0174
C: 4.0416 -0.2010 -4.8863  0.1298
F: -1.2812 -3.9544 -3.3656  0.0029
O: -1.0732 0.4433 -4.8881  0.0295
H: 1.8901 6.0785 0.4740  0.0002
H: 0.3495 4.3977 -3.1522  0.0001
C: 0.9052 2.8969 -0.1667  0.0155
C: -4.6747 -1.5793 1.8085  0.0065
C: 3.6319 -1.0744 -3.9231  0.0419
H: 3.4379 2.3111 0.0098  0.0003
C: 2.2776 -1.1597 -3.5191  0.2050
B: -0.6467 -2.8510 -2.8976  0.0051
C: -3.9020 -4.2457 2.0027  0.0001
C: -5.6025 -2.5462 2.1568  0.0021
H: 5.0841 -0.1698 -5.1720  0.0070
O: -0.8419 -1.7458 -3.8847  0.0154
H: -4.3377 -0.3530 -3.1810  -0.0010
C: -3.3512 -1.9444 1.5642  0.0342
H: -3.0143 3.3845 -1.5571  -0.0012
H: -1.9440 -3.5620 1.4371  0.0023

=====

(3)
Here is a structure of composition C38H33BN5O6P2Tl from the Open Molecules 2025 dataset. Energies are from ωB97M-V/def2-TZVPD.

For the energy, the calculation gives -83630.908 eV. Its net charge is -2. The value obtained for the strongest force on any atom is 2.0 eV Å⁻¹. As for the energy relative to the best compared isomer or geometry (same formula, charge and spin): 72.8 kJ/mol. The value obtained for the LUMO energy is 3.9 eV. The calculation puts the HOMO-LUMO gap at 5.988 eV.

Last column: Löwdin charge in e.
Positions of all 86 atoms, in Å:
C: 2.8600 -0.2117 -2.9702  -0.0781
H: 1.7987 -0.2527 -2.7569  0.1018
Tl: -0.5310 -0.3878 0.6532  0.9471
H: 6.8099 4.2525 2.0927  0.0931
C: 1.2623 -3.0177 1.9961  -0.2085
C: 1.8604 2.7812 -1.9734  -0.2604
O: -1.0061 -3.0080 1.2992  -0.1457
C: -1.5568 5.2026 -4.0041  -0.0869
H: 4.8800 3.6728 -1.6721  0.1027
C: 2.7289 5.6707 1.6027  -0.1033
C: -1.7778 6.4992 -3.5617  -0.1038
C: -1.2441 6.9126 -2.3512  -0.0984
O: -0.0866 -4.9568 1.8937  -0.0477
H: 2.7118 -4.1752 -1.4545  0.0821
C: -2.9865 0.5855 -1.9839  -0.2078
H: -1.9894 4.8707 -4.9379  0.1001
P: 0.4528 3.4276 -0.9674  0.6972
O: 1.9660 0.7816 -0.0503  -0.3516
H: 6.6196 4.7610 -0.3064  0.0921
B: -1.2021 -2.3200 -3.2167  -0.4605
N: -2.2011 -1.2598 -2.7221  -0.0993
C: -0.4885 6.0386 -1.5877  -0.0811
O: -0.5824 2.4507 -0.6528  -0.3571
C: 0.7608 -3.6657 -2.3755  -0.1125
O: 3.0016 0.8638 3.7865  -0.0613
H: 2.7772 -1.6191 -4.5692  0.1075
H: -0.6621 3.3048 -3.5566  0.1106
C: 5.9267 4.0649 0.1500  -0.1067
H: 5.2164 -1.5559 -4.9931  0.0940
H: 2.4063 5.6851 -0.5176  0.1069
C: 4.7822 -0.9593 -4.2006  -0.0960
C: 2.3945 5.0844 2.8162  -0.0846
H: -2.3792 7.1802 -4.1511  0.0936
C: 3.5464 -1.6730 2.5898  -0.0277
C: 0.8910 3.5977 1.6967  -0.0560
H: 2.4922 3.5801 -2.3614  0.0658
C: 2.0840 0.3771 3.0932  -0.6878
H: 1.4240 2.2144 -2.8002  0.0667
C: -0.0736 -3.7353 1.6885  -0.6912
P: 2.8090 1.5895 -0.9208  0.7326
H: -0.0847 6.3521 -0.6352  0.0956
C: -0.8051 4.3291 -3.2413  -0.0746
C: 2.4680 -3.7135 2.0042  -0.0323
N: -1.8886 -0.1544 -2.0594  0.0065
C: 4.9552 3.4470 -0.6161  -0.1167
H: 4.6023 -3.5013 2.1690  0.0912
H: 4.4179 -1.0853 2.8343  0.0999
C: 3.6353 -3.0114 2.2459  -0.0804
C: 1.8841 -3.5029 -1.5877  -0.0682
H: 2.3151 -1.7361 -0.3012  0.0913
H: -5.0644 0.2902 -2.7444  0.0651
H: -1.4324 7.9168 -1.9940  0.0950
O: 1.0190 0.9273 2.7672  -0.1185
C: -4.0506 -0.0536 -2.6241  -0.1070
H: -2.9638 1.5391 -1.4903  0.0792
C: 2.1489 5.2249 0.4307  -0.1160
H: -3.9441 -2.0419 -3.6287  0.0982
C: 2.2938 -1.0689 2.6161  -0.2001
H: -1.7980 -3.3523 -3.3753  0.0608
N: 0.5446 -1.7225 -1.4084  -0.0251
C: -3.4949 -1.2345 -3.0794  -0.1350
H: 5.2322 2.6373 3.1452  0.1097
C: 1.4752 4.0516 2.8660  -0.0512
H: 3.5250 1.5515 1.7933  0.0803
C: 4.1985 2.2547 1.3277  -0.0421
H: 2.8608 5.4366 3.7259  0.0980
N: 1.1971 -1.7254 2.2673  0.1046
C: -0.2551 4.7447 -2.0314  -0.2469
H: 0.2158 2.7539 1.7168  0.0908
C: 3.6795 0.6003 -2.1913  -0.2468
C: 4.0834 2.5378 -0.0249  -0.2645
H: 2.4635 -4.7724 1.7944  0.1051
C: 6.0351 3.7790 1.5029  -0.0971
C: 5.0521 0.5892 -2.3833  -0.0819
H: 1.2279 3.5672 3.7957  0.1101
N: -0.0137 -2.5795 -2.2573  -0.0704
C: 1.2325 4.1788 0.4836  -0.2851
H: -0.7417 -1.9300 -4.2780  0.0523
H: 3.4550 6.4735 1.5704  0.0953
C: 5.1698 2.8750 2.0935  -0.0557
H: 5.6908 1.1783 -1.7373  0.0929
C: 3.4157 -0.9884 -3.9704  -0.0658
H: 0.4660 -4.4919 -2.9952  0.1044
C: 1.6858 -2.2626 -0.9912  -0.2143
H: 6.6698 -0.1779 -3.5515  0.0917
C: 5.5996 -0.1839 -3.3937  -0.1024